1.
{"formula": "C26H28N3O3W", "method": "ωB97M-V/def2-TZVPD", "charge": 1, "lumo_energy_ev": -4.4, "e_tot_ha": -1464.49030, "relative_energy_kj_mol": 0.0, "symbols": ["W", "C", "C", "C", "C", "C", "C", "C", "C", "N", "C", "O", "C", "C", "C", "C", "C", "N", "C", "O", "N", "C", "C", "C", "C", "C", "C", "C", "C", "H", "H", "H", "H", "H", "H", "H", "H", "H", "H", "H", "H", "H", "H", "H", "H", "H", "H", "H", "H", "H", "C", "C", "C", "O", "H", "H", "H", "H", "H", "H", "H"], "xyz": [[-0.399864, 0.237043, 1.261137], [-2.647000, -0.650333, 1.567677], [-2.621604, -1.978800, 0.864620], [-3.801990, -2.681148, 0.687711], [-3.787455, -3.888392, 0.009634], [-2.604038, -4.342551, -0.543161], [-1.401971, -3.648648, -0.411545], [-0.203709, -4.131514, -1.179400], [-1.417163, -2.483772, 0.363671], [-0.280610, -1.645255, 0.575717], [1.037616, -2.122715, 0.651283], [1.408706, -3.218409, 0.973028], [2.004102, -1.010849, 0.260984], [3.294477, -1.103411, -0.208814], [3.875212, 0.063994, -0.715676], [3.169624, 1.263832, -0.789421], [1.885969, 1.277414, -0.281420], [1.397911, 0.173273, 0.266488], [0.814195, 2.346551, -0.407614], [1.029449, 3.399184, -0.947339], [-0.398188, 1.878426, 0.083905], [-1.578708, 2.646288, -0.211998], [-2.434158, 2.162081, -1.203019], [-2.088647, 0.925374, -1.989815], [-3.612077, 2.857376, -1.449058], [-3.919499, 4.002330, -0.731128], [-3.051454, 4.465647, 0.244482], [-1.865763, 3.794964, 0.523579], [-0.921991, 4.294172, 1.580799], [-3.671347, -0.275994, 1.639872], [-2.295277, 0.319160, 0.999664], [-2.282036, -0.684333, 2.603595], [-4.730361, -2.280227, 1.075515], [-4.701412, -4.450332, -0.123462], [-2.607764, -5.250565, -1.133226], [-0.531768, -4.762387, -2.003243], [0.481074, -4.703151, -0.554813], [0.359381, -3.299094, -1.607553], [3.814430, -2.050672, -0.212899], [4.884206, 0.021365, -1.104534], [3.584349, 2.150948, -1.246418], [-2.061533, 0.020255, -1.369204], [-1.112739, 1.015077, -2.470771], [-2.831474, 0.748664, -2.765528], [-4.286951, 2.502124, -2.217940], [-4.836843, 4.537778, -0.936173], [-3.292708, 5.362602, 0.801081], [-1.367056, 5.118792, 2.133978], [0.008734, 4.648177, 1.134563], [-0.667769, 3.506901, 2.295767], [1.677736, -0.714539, 4.068002], [0.462983, 0.159461, 4.281893], [-0.677510, -0.541688, 4.982638], [-0.012221, 0.615607, 2.975166], [2.093018, -1.003377, 5.033283], [2.451357, -0.181606, 3.514016], [1.408701, -1.627513, 3.530780], [0.730091, 1.078794, 4.802459], [-0.939417, -1.466915, 4.463413], [-1.554373, 0.101889, 5.050327], [-0.372173, -0.804054, 5.995244]], "forces_ev_per_angstrom": [[-0.01, 0.03, -0.01], [-0.04, 0.01, -0.03], [0.01, 0.00, 0.00], [0.00, 0.00, 0.00], [0.00, 0.00, 0.01], [0.01, 0.00, -0.01], [-0.01, 0.00, 0.01], [0.00, 0.00, 0.00], [0.00, 0.00, 0.00], [0.00, 0.00, 0.00], [0.01, 0.00, 0.00], [0.00, 0.00, 0.00], [0.00, 0.01, -0.01], [0.00, 0.01, 0.00], [0.02, 0.00, -0.01], [0.00, -0.01, 0.00], [0.00, -0.01, -0.01], [-0.03, 0.01, 0.01], [0.01, -0.01, -0.01], [0.00, 0.00, 0.00], [-0.01, 0.00, 0.00], [0.01, 0.00, 0.01], [-0.02, 0.01, -0.01], [-0.01, 0.00, -0.01], [0.00, -0.01, -0.01], [0.01, 0.00, 0.01], [0.00, -0.01, 0.00], [0.00, 0.01, 0.00], [0.00, -0.01, 0.00], [0.00, 0.00, 0.00], [0.00, -0.03, 0.00], [0.01, 0.01, 0.00], [0.00, 0.00, 0.00], [0.00, 0.00, 0.00], [0.00, 0.00, 0.00], [0.00, 0.00, 0.00], [0.00, 0.00, 0.00], [0.00, 0.00, 0.00], [-0.01, -0.01, 0.01], [0.00, 0.00, 0.00], [-0.01, 0.01, 0.00], [0.00, 0.00, 0.00], [0.00, 0.00, 0.00], [0.01, 0.00, 0.00], [0.00, 0.00, 0.00], [0.00, 0.00, 0.00], [0.00, 0.00, 0.00], [0.00, 0.00, 0.00], [0.00, 0.00, 0.00], [0.00, 0.00, 0.00], [0.01, 0.00, -0.01], [-0.02, 0.00, -0.01], [0.00, 0.00, 0.00], [0.07, 0.00, 0.06], [0.00, 0.00, 0.00], [0.00, 0.00, 0.00], [0.00, 0.00, 0.00], [0.00, 0.00, 0.00], [0.00, 0.00, 0.00], [0.00, 0.00, 0.00], [0.00, 0.00, 0.00]]}


2.
{"formula": "C17H17IrN4OS2", "method": "ωB97M-V/def2-TZVPD", "multiplicity": 2, "charge": 3, "lumo_energy_ev": [-11.2, -12.7], "e_tot_ha": -1851.93341, "s_squared": 0.784, "relative_energy_kj_mol": 1.9, "symbols": ["Ir", "C", "C", "N", "N", "C", "O", "C", "C", "C", "C", "C", "C", "C", "C", "C", "C", "C", "N", "H", "H", "H", "H", "H", "H", "H", "H", "H", "H", "H", "H", "S", "C", "N", "C", "C", "S", "H", "H", "H", "H", "H"], "xyz": [[-1.009630, -0.676206, 0.776001], [2.811377, 0.916710, 1.529746], [1.631278, 0.066086, 1.271607], [0.449896, 0.550869, 0.997851], [0.157487, 1.889324, 0.920462], [-1.142574, 2.054839, 0.823384], [-2.014736, 1.089983, 0.767368], [-1.645354, 3.438739, 0.815925], [-0.715148, 4.534460, 0.826395], [-1.170278, 5.833615, 0.844230], [-2.545169, 6.066677, 0.850570], [-3.472991, 4.979286, 0.842707], [-3.021640, 3.674631, 0.820592], [1.665157, -1.411701, 1.362100], [2.792161, -2.108643, 1.730851], [2.709734, -3.494747, 1.900519], [1.501148, -4.124924, 1.702642], [0.396264, -3.367651, 1.314880], [0.474285, -2.054095, 1.139870], [2.602920, 1.955437, 1.297538], [3.658602, 0.565524, 0.937359], [3.094473, 0.838566, 2.584193], [0.343540, 4.317065, 0.819101], [-0.475309, 6.661564, 0.854613], [-2.927839, 7.080015, 0.862942], [-4.533450, 5.195043, 0.857311], [-3.715334, 2.846374, 0.816361], [3.723393, -1.589413, 1.910227], [3.584422, -4.056732, 2.200393], [1.388935, -5.190653, 1.846534], [-0.569055, -3.826314, 1.144141], [-1.659642, -0.915318, -1.327357], [-0.760356, -2.050632, -2.303975], [-1.352162, -2.564604, -3.345202], [-0.494827, -3.300075, -4.294586], [0.723229, -3.736458, -3.486130], [0.873915, -2.515761, -2.125246], [-2.319002, -2.356221, -3.573257], [-0.234103, -2.626885, -5.112668], [-1.039883, -4.153196, -4.692708], [1.638164, -3.716207, -4.072430], [0.598103, -4.718372, -3.034857]], "forces_ev_per_angstrom": [[0.12, 0.06, 0.00], [0.02, 0.00, 0.00], [-0.17, 0.01, -0.02], [0.05, -0.22, -0.05], [-0.07, 0.04, 0.04], [-0.03, -0.11, -0.02], [0.01, 0.09, -0.02], [-0.38, -0.14, -0.02], [0.09, 0.59, 0.01], [0.11, -0.19, -0.01], [0.35, 0.20, 0.01], [-0.12, -0.53, -0.01], [-0.05, 0.13, 0.01], [-0.06, -0.05, 0.00], [-0.03, 0.03, -0.01], [0.01, -0.02, 0.01], [-0.01, -0.02, -0.01], [0.02, 0.00, -0.01], [0.09, 0.07, -0.01], [0.01, 0.00, 0.00], [0.00, 0.02, 0.00], [-0.01, 0.00, -0.01], [0.00, 0.01, 0.01], [-0.01, -0.01, -0.01], [0.01, 0.01, 0.00], [-0.01, -0.01, -0.01], [0.01, 0.01, 0.00], [0.00, 0.00, 0.00], [0.00, 0.00, 0.00], [0.00, 0.00, 0.00], [-0.01, 0.00, 0.00], [0.08, 0.08, 0.02], [-0.04, -0.17, 0.16], [-0.05, 0.04, -0.06], [0.01, 0.00, -0.02], [-0.01, -0.02, 0.02], [0.04, 0.09, 0.02], [0.00, -0.01, 0.01], [0.01, -0.01, 0.01], [0.00, 0.01, -0.01], [0.00, 0.00, 0.00], [0.00, 0.01, -0.01]]}


3.
{"formula": "C10H13O10SV", "method": "ωB97M-V/def2-TZVPD", "charge": 0, "lumo_energy_ev": -6.0, "e_tot_ha": -2482.93799, "symbols": ["C", "C", "C", "C", "C", "C", "C", "O", "S", "O", "O", "O", "C", "C", "O", "O", "C", "O", "O", "H", "H", "H", "H", "H", "H", "H", "H", "H", "H", "H", "H", "H", "O", "V", "O"], "xyz": [[-0.793574, -0.174515, 2.593866], [-0.460092, 0.066187, 1.476325], [0.164682, 0.320812, 0.152303], [-0.069635, -1.005116, -0.596719], [-1.543158, -1.454139, -0.698303], [-2.481690, -0.484756, -1.450440], [-3.285954, 0.464650, -0.493855], [-0.358692, 1.482953, -0.527303], [0.671657, 1.650003, -1.784822], [0.978344, 2.992444, -2.121232], [0.307192, 0.932730, -2.952200], [2.002964, 1.096628, -0.998934], [1.628504, 0.757198, 0.364635], [1.823399, 2.142119, 1.054128], [1.365769, 2.160104, 2.397862], [0.287496, 3.059405, 2.482410], [2.579781, -0.214322, 1.091649], [3.384292, 0.185752, 1.896641], [2.609383, -1.466775, 0.866783], [-1.179162, -0.563042, 3.506906], [0.370573, -1.042935, -1.597472], [0.446166, -1.778364, -0.017468], [-1.965558, -1.759593, 0.265174], [-1.521493, -2.377963, -1.294384], [-1.952546, 0.173860, -2.142489], [-3.234659, -1.041806, -2.016100], [-3.145916, 1.507840, -0.800694], [-2.922356, 0.404028, 0.537512], [-4.358092, 0.250248, -0.498866], [1.283680, 2.928013, 0.519304], [2.881281, 2.419567, 1.002357], [-0.522010, 2.526918, 2.530504], [0.806339, -4.014240, -0.633221], [2.335129, -4.696932, -0.722966], [3.634719, -5.696711, -0.983056]], "forces_ev_per_angstrom": [[-0.51, -0.63, 0.50], [0.46, 1.32, -0.97], [-0.36, -1.25, 2.07], [-0.08, -0.70, 0.03], [-0.07, -0.10, -1.10], [-0.85, 0.69, 0.96], [0.45, 0.11, -0.21], [0.60, -0.22, -1.53], [1.29, 1.76, -0.89], [-0.41, 0.88, 1.35], [-0.34, -1.77, 0.65], [-0.79, -0.98, -0.70], [0.16, 1.22, -0.01], [-0.62, 0.26, 0.21], [0.51, -0.49, -0.03], [-0.48, 0.94, 0.07], [-0.11, -0.95, -1.33], [0.61, 1.04, 0.98], [-0.46, -1.22, -0.74], [0.08, 0.23, 0.13], [-0.01, 0.36, 0.19], [0.00, 0.37, -0.05], [0.13, 0.32, -0.04], [0.21, 0.10, 0.22], [0.15, -0.52, -0.09], [0.34, -0.09, -0.08], [-0.18, -0.16, 0.06], [-0.14, -0.08, -0.14], [0.16, -0.02, 0.04], [0.02, -0.29, -0.04], [-0.08, -0.37, 0.18], [0.30, -0.50, -0.05], [1.26, -2.18, -0.73], [1.22, 2.72, 1.30], [-2.44, 0.22, -0.23]]}


4.
{"formula": "H6O3Tl", "method": "ωB97M-V/def2-TZVPD", "multiplicity": 2, "charge": 2, "lumo_energy_ev": [-8.3, -15.9], "e_tot_ha": -401.00691, "s_squared": 0.758, "relative_energy_kj_mol": 17.1, "symbols": ["Tl", "O", "H", "H", "O", "H", "H", "O", "H", "H"], "xyz": [[1.044987, -1.648686, 0.671328], [-0.136357, 1.077526, 0.583521], [-0.253338, 1.654878, -0.170947], [-0.611764, 1.510153, 1.292777], [2.013836, 0.162385, -1.462555], [2.947573, 0.192732, -1.670979], [1.627151, 0.860520, -1.991072], [-1.836064, -1.348857, 0.838749], [-2.611519, -1.707836, 0.407439], [-2.184504, -0.752814, 1.501738]], "forces_ev_per_angstrom": [[0.34, -0.26, -0.05], [0.43, -1.12, 0.05], [-0.22, 0.53, -0.99], [-0.43, 0.58, 0.95], [-0.62, -0.50, 0.54], [0.82, 0.02, -0.08], [-0.22, 0.46, -0.43], [1.12, 0.52, -0.22], [-0.82, -0.56, -0.63], [-0.39, 0.35, 0.86]]}